[1]
{
  "formula": "C2H4ClFS",
  "method": "the ωB97M-V functional and the def2-TZVPD basis",
  "largest_force_ev_per_a": 4.4,
  "e_above_lowest_kj_mol": 66.96,
  "smiles": "F[C@@H](Cl)CS",
  "total_charge": 0,
  "symbols": ["C", "C", "H", "H", "H", "H", "F", "S", "Cl"],
  "coordinates": [[0.4867, -0.7234, -0.0182], [-0.3960, 0.3483, 0.4307], [2.2988, 0.3043, 1.1748], [0.2259, -0.9010, -1.0567], [0.2769, -1.7242, 0.5006], [-0.5786, 0.6853, 1.3691], [-0.1868, 1.5762, -0.2185], [2.2165, -0.2315, -0.0926], [-2.1500, -0.3879, -0.0597]],
  "atomic_forces_ev_per_a": [[0.6, -1.8, 0.1], [-2.5, 1.0, -3.5], [0.0, -0.4, -0.8], [0.0, -0.1, -0.2], [0.4, 1.7, -0.4], [-0.1, -0.1, 3.2], [-0.3, -1.7, 0.0], [0.4, 0.3, 1.1], [1.3, 1.1, 0.5]],
  "mulliken_charge": [-0.67, 0.10, 0.13, 0.33, 0.36, 0.41, -0.22, -0.19, -0.24]
}

[2]
{
  "formula": "C2H4ClFS",
  "method": "the ωB97M-V functional and the def2-TZVPD basis",
  "largest_force_ev_per_a": 2.7,
  "e_above_lowest_kj_mol": 20.87,
  "smiles": "F[C@@H](Cl)CS",
  "total_charge": 0,
  "symbols": ["C", "C", "H", "H", "H", "H", "F", "S", "Cl"],
  "coordinates": [[0.3696, 0.3741, -0.4144], [0.0279, -0.7787, 0.5685], [-1.4258, 1.8826, -0.4396], [1.0819, 0.0261, -1.1275], [0.7737, 1.2639, 0.1464], [-0.6699, -0.4221, 1.3153], [-0.5192, -1.7905, -0.1339], [-1.1779, 0.8179, -1.3577], [1.5398, -1.3732, 1.4429]],
  "atomic_forces_ev_per_a": [[-0.7, 0.1, 1.1], [0.9, 1.1, -0.5], [0.0, -1.3, -1.4], [0.6, -0.2, -0.4], [-0.4, -1.0, -0.7], [-0.1, -0.3, 0.3], [0.1, -0.5, 0.1], [0.6, 1.6, 2.0], [-1.0, 0.4, -0.6]],
  "mulliken_charge": [-0.79, 0.26, 0.15, 0.33, 0.36, 0.28, -0.22, -0.17, -0.20]
}